[1]
# C5H3Br5N

An isolated ion of composition C5H3Br5N and charge +1 in a non-equilibrium geometry (ωB97M-V with the def2-TZVPD basis set, OMol25).

Structure (XYZ):
```
14
Properties=species:S:1:pos:R:3:lowdin_charge:R:1
N 0.18689 2.10182 0.23549 0.27
C 0.08004 0.67011 -0.01306 -0.29
C 0.25105 -0.08036 -1.10632 -0.74
Br 1.01635 0.38060 -2.75548 0.85
C -0.02130 -1.46781 -0.72472 -1.10
Br -1.09537 -2.62353 -1.91382 0.76
Br 1.89036 -2.44033 -0.60819 0.66
C -0.45232 -1.42227 0.59707 -0.92
Br -1.01024 -2.93584 1.51464 0.85
C -0.43436 -0.17487 1.04438 -0.62
Br -1.05345 0.58043 2.71494 0.84
H -0.47593 2.41255 0.99830 0.14
H 0.10328 2.69406 -0.60893 0.20
H 1.01500 2.30543 0.62569 0.12
```

F_max in eV Å⁻¹: 4.90
SMILES: [NH3+]C1=C(Br)C(Br)(Br)C(Br)=C1Br
Gap between HOMO and LUMO in eV: 7.5
Net charge: +1



[2]
# C5H3Cl16NO2

C5H3Cl16NO2 as an isolated structure in a non-equilibrium geometry (ωB97M-V with the def2-TZVPD basis set, OMol25).

Structure (XYZ):
```
27
Properties=species:S:1:pos:R:3:lowdin_spin:R:1
C 0.85880 -4.07020 -1.39645 0.00
Cl 2.01357 -2.69132 -1.10081 0.00
Cl 1.72282 -5.59340 -1.60503 0.00
Cl -0.35218 -4.19142 -0.14400 0.01
Cl 0.14482 -3.66555 -2.97230 0.00
C 2.15914 2.18146 -2.33259 0.00
Cl 3.45958 3.16601 -3.09051 0.00
Cl 2.68387 0.61327 -1.75618 0.00
Cl 1.51537 3.13880 -1.01590 0.00
Cl 0.85268 2.07698 -3.46114 0.00
C -3.76374 1.30309 2.76102 0.00
Cl -2.20719 1.62822 1.87975 0.01
Cl -4.05500 -0.50434 3.03402 0.01
Cl -3.73654 2.16909 4.32406 0.00
Cl -4.90189 2.16233 1.71851 0.00
C 2.61219 1.05683 2.59678 0.02
Cl 1.28991 0.27267 1.76381 0.03
Cl 3.36685 -0.05040 3.88654 0.02
Cl 3.94522 1.37342 1.42749 0.01
Cl 1.98885 2.57408 3.31947 0.01
C -0.76172 -0.23881 -1.37163 0.03
N -2.08121 -0.64865 -0.84818 0.38
O -2.32061 -1.82106 -0.54976 0.23
O -2.83845 0.26215 -0.44819 0.21
H -0.16579 0.04996 -0.50584 0.02
H -0.97756 0.52495 -2.11875 0.00
H -0.45180 -1.07815 -1.99418 0.00
```

F_max in eV Å⁻¹: 3.64
2S+1: 2
Gap between HOMO and LUMO (alpha / beta) in eV: 2.7 / 6.4
Net charge: -1



[3]
# C5H3Cl4N2O

An isolated ion of composition C5H3Cl4N2O and charge +1 in a non-equilibrium geometry (ωB97M-V with the def2-TZVPD basis set, OMol25).

Structure (XYZ):
```
15
Properties=species:S:1:pos:R:3:lowdin_charge:R:1
C 1.56046 -0.54627 0.05473 -0.05
C 1.87287 0.76638 0.00434 0.00
C -0.81115 -0.60746 0.04275 -0.18
C -0.18853 1.96554 0.17792 -0.45
C -2.10889 -1.27441 -0.00151 -1.55
N 0.34377 -1.19631 -0.10480 0.02
N 1.10765 1.92026 0.05108 -0.28
O 1.57390 3.10753 0.01614 0.01
Cl -1.37379 2.99022 0.13929 1.01
Cl -2.61946 -0.84822 -1.62125 0.69
Cl -2.00273 -3.05957 0.28542 0.63
Cl -3.31156 -0.46853 1.11293 0.59
H 2.45379 -1.32640 0.05617 0.19
H 2.99189 0.83879 0.06585 0.17
H 0.51177 -2.26154 -0.27908 0.19
```

F_max in eV Å⁻¹: 3.66
Gap between HOMO and LUMO (alpha / beta) in eV: 6.9 / 6.9
Net charge: +1



[4]
# C5H3ClF4O

C5H3ClF4O in the gas phase in a non-equilibrium geometry (ωB97M-V with the def2-TZVPD basis set, OMol25).

Structure (XYZ):
```
14
Properties=species:S:1:pos:R:3:lowdin_charge:R:1
C -0.59473 -1.66142 -1.83596 0.19
C -0.50725 -0.91732 -0.89279 -0.11
C -0.25689 -0.12606 0.30111 -0.41
O -0.99777 -0.45971 1.40834 0.08
C 1.43274 -0.31095 0.55790 -0.26
F 1.82113 0.01924 1.82791 0.05
F 1.89394 -1.57069 0.40595 0.07
C -0.72373 1.34794 -0.08631 -0.84
F -0.19295 2.21222 0.79351 0.08
F -2.06385 1.36216 0.18554 0.06
Cl -0.41087 1.75743 -1.78084 0.78
H -0.72232 -2.27586 -2.62851 0.02
H -0.68099 0.22170 1.99416 0.10
H 2.00354 0.40131 -0.25000 0.20
```

F_max in eV Å⁻¹: 3.45
SMILES: C#C[C@@](O)(C(F)F)C(F)(F)Cl
Gap between HOMO and LUMO in eV: 11.3



[5]
# C5H3F

A 2-piece molecular cluster, C5H3F overall in a non-equilibrium geometry (ωB97M-V with the def2-TZVPD basis set, OMol25).

Structure (XYZ):
```
9
Properties=species:S:1:pos:R:3:lowdin_charge:R:1
C -1.75520 -0.83529 -0.70278 0.08
C -2.81596 -0.43160 -0.21460 -0.28
C 1.41841 -0.11511 0.64791 -0.13
C 1.48730 0.85400 -0.61964 -0.01
C 0.39413 0.18442 -0.39994 -0.03
F -4.09584 -0.40251 0.01995 0.07
H 2.09076 -1.12949 0.54761 0.13
H 1.16783 0.18186 1.66385 0.07
H 2.10858 1.69372 -0.94236 0.10
```

F_max in eV Å⁻¹: 3.68
Gap between HOMO and LUMO in eV: 7.9



[6]
# C5H3F

C5H3F as an isolated structure in a non-equilibrium geometry (ωB97M-V with the def2-TZVPD basis set, OMol25).

Structure (XYZ):
```
9
Properties=species:S:1:pos:R:3:lowdin_charge:R:1
C 0.86911 -0.63418 0.05467 -0.05
C 1.93575 -0.06592 0.12870 -0.05
C -1.15021 0.55741 0.19966 -0.17
C -0.51918 -0.71368 -0.28060 -0.32
C -0.27919 0.56765 -1.01359 0.11
F 3.16235 0.24035 0.35016 0.16
H -2.20819 0.67122 0.00086 0.10
H -0.83182 1.01671 1.12557 0.10
H -0.97863 -1.63957 -0.56542 0.13
```

F_max in eV Å⁻¹: 1.23
Gap between HOMO and LUMO in eV: 9.2



[7]
# C5H3F

C5H3F in the gas phase in a non-equilibrium geometry (ωB97M-V with the def2-TZVPD basis set, OMol25).

Structure (XYZ):
```
9
Properties=species:S:1:pos:R:3:lowdin_spin:R:1
C -0.28461 0.73621 0.14450 0.29
C 0.08442 1.18856 1.42098 0.35
C -0.47222 -0.09424 -0.71778 0.34
C -0.33327 -0.95190 -1.72175 0.25
C 0.80674 0.15787 1.15904 0.55
F -0.47751 1.89525 2.33622 0.09
H 0.39386 -0.65090 -2.54868 0.04
H -1.08991 -1.68638 -1.75050 0.02
H 1.37249 -0.59447 1.67797 0.06
```

F_max in eV Å⁻¹: 7.58
2S+1: 3
Gap between HOMO and LUMO (alpha / beta) in eV: 6.2 / 6.8



[8]
# C5H3F14FeN2O18S6

C5H3F14FeN2O18S6 as an isolated structure in a non-equilibrium geometry (ωB97M-V with the def2-TZVPD basis set, OMol25).

Structure (XYZ):
```
49
Properties=species:S:1:pos:R:3:lowdin_spin:R:1
Fe -0.15359 0.14695 -0.11871 4.32
C 3.16359 2.87300 1.39008 0.00
F 4.44222 3.08202 1.02630 0.00
F 2.89094 3.33601 2.60716 0.00
F 2.37038 3.51505 0.53552 0.00
S 2.77362 1.02116 1.32511 0.01
O 3.88888 0.36647 0.64734 0.01
O 2.67637 0.52357 2.69768 0.01
O 1.48402 0.91209 0.54881 0.10
C -2.34165 -0.18585 3.92152 0.01
F -3.45136 -0.87496 3.67059 0.00
F -2.41785 1.10664 3.60064 0.00
F -2.05872 -0.30888 5.21631 0.00
S -0.87595 -1.05026 2.97055 0.01
O -0.84773 -0.36270 1.66100 0.12
O 0.30446 -0.76994 3.78391 0.01
O -1.21728 -2.46898 2.82140 0.01
C 2.96932 -3.15866 -0.59932 0.00
F 3.76572 -2.16062 -0.95725 0.00
F 2.38986 -3.66575 -1.68881 0.00
F 3.72494 -4.13061 -0.01900 0.00
S 1.58824 -2.72643 0.65516 0.01
O 0.74372 -3.93478 0.74038 0.01
O 2.26772 -2.37899 1.87979 0.01
O 0.82557 -1.57772 0.11981 0.08
C -3.66939 -2.42967 -1.88617 0.01
F -3.01304 -3.11630 -2.82497 0.00
F -3.97542 -1.25802 -2.39478 0.00
F -4.73332 -3.13851 -1.48884 0.00
S -2.58278 -2.19042 -0.30211 0.01
O -3.48505 -1.77991 0.79172 0.01
O -1.96345 -3.51488 -0.01043 0.01
O -1.62392 -1.11902 -0.66733 0.08
N -1.12618 1.76856 -0.37179 0.06
S -2.54433 2.45458 0.00722 0.01
O -3.54001 2.58654 -1.03047 0.01
O -2.61861 3.30063 1.19611 0.01
F -3.12027 1.11425 0.69341 0.00
S -0.71876 3.35152 -1.01253 0.01
O -0.57410 4.44960 -0.11396 0.01
O -1.23783 3.52031 -2.34420 0.01
F 0.79747 2.91762 -1.35260 0.00
C 1.44016 1.31833 -4.04961 0.00
N 1.62460 0.25221 -3.06075 0.00
O 0.89500 0.20750 -2.07625 0.03
O 2.59037 -0.45845 -3.18398 0.00
H 0.39812 1.58497 -4.21218 0.00
H 1.85477 0.84579 -4.93894 0.00
H 2.02047 2.20493 -3.80255 0.00
```

F_max in eV Å⁻¹: 10.65
2S+1: 6
Gap between HOMO and LUMO (alpha / beta) in eV: 7.3 / 6.5
Net charge: -2



Question: Among the records above, which one has the lowest F_max?
Answer: number 6